Entry 1:
Density functional theory data (ωB97M-V with the def2-TZVPD basis set) for a structure of composition C13H30N6O5Ru at a distorted geometry.

```
55
Properties=species:S:1:pos:R:3:mulliken_charge:R:1
Ru 0.04 0.48 0.49 1.903
C 3.84 0.84 -2.27 -0.934
N 2.69 0.08 -2.77 0.060
C 2.83 -0.43 -4.14 -0.976
C 1.63 -0.12 -2.04 0.996
O 1.54 0.34 -0.84 -0.900
C 0.47 -0.92 -2.59 -1.182
O -0.57 -0.97 -1.60 -0.450
C -1.89 -0.69 -2.04 -1.124
C -2.28 0.72 -1.61 0.855
O -1.54 1.37 -0.89 -0.606
N -3.50 1.24 -2.01 0.237
C -3.86 2.60 -1.68 -0.793
C -4.44 0.48 -2.80 -0.845
H 4.07 1.65 -2.96 0.360
H 4.72 0.19 -2.23 0.369
H 3.65 1.24 -1.29 0.282
H 2.71 0.39 -4.85 0.374
H 2.11 -1.21 -4.37 0.386
H 3.83 -0.82 -4.28 0.360
H 0.80 -1.95 -2.78 0.502
H 0.11 -0.49 -3.53 0.646
H -2.55 -1.41 -1.55 0.437
H -1.99 -0.82 -3.12 0.646
H -3.03 3.15 -1.26 0.311
H -4.71 2.59 -0.97 0.408
H -4.25 3.10 -2.58 0.439
H -4.57 -0.53 -2.42 0.403
H -4.10 0.41 -3.84 0.390
H -5.40 0.99 -2.81 0.419
N 0.36 2.73 1.34 -0.528
N -0.55 2.82 2.40 -0.097
C -1.51 1.83 2.57 0.516
O -2.45 1.95 3.29 -0.475
O -1.24 0.70 1.87 -0.708
H 1.28 3.04 1.65 0.327
H 0.09 3.32 0.56 0.306
H -0.72 3.71 2.84 0.255
N 1.10 -2.58 4.34 -0.081
C 0.72 -3.18 3.02 -0.896
C 0.10 -2.11 2.11 -0.465
N 1.01 -0.95 1.91 0.101
C 1.37 -0.37 3.23 -0.658
C 2.02 -1.41 4.16 -0.938
H 1.55 -3.29 4.93 0.381
H 0.26 -2.29 4.85 0.399
H 0.02 -3.99 3.18 0.463
H 1.63 -3.59 2.58 0.394
H -0.82 -1.73 2.56 0.394
H -0.14 -2.57 1.16 0.322
H 1.87 -1.28 1.46 0.418
H 0.46 0.01 3.69 0.293
H 2.07 0.45 3.10 0.453
H 2.24 -0.96 5.12 0.463
H 2.95 -1.78 3.74 0.387
```

Computed properties:
Highest occupied orbital energy (alpha / beta) (eV): -21.23 / -21.19
Total charge: +4
E_LUMO (alpha / beta) (eV): -12.90 / -16.47
Multiplicity: 5
Gap between HOMO and LUMO (alpha / beta) (eV): 8.33 / 4.72

***

Entry 2:
Density functional theory data (ωB97M-V with the def2-TZVPD basis set) for the molecule C6H8N2O2S at a distorted geometry.

```
19
Properties=species:S:1:pos:R:3:mulliken_charge:R:1
C -0.29 0.76 0.03 0.287
C -1.18 -2.80 0.51 -0.909
C -1.73 -1.84 -0.18 0.665
C 1.99 0.95 -0.52 -0.379
C 1.63 0.69 0.97 -0.552
C 0.63 1.00 -1.18 -0.484
N 0.22 0.70 1.13 -0.354
N -2.45 -1.25 -0.94 -0.210
O -2.48 1.03 1.36 -0.519
O -2.55 0.04 -1.02 -0.222
S -2.01 1.23 0.01 0.536
H -1.64 -2.75 1.46 0.232
H -0.24 -3.26 0.45 0.310
H 2.54 1.84 -0.69 0.322
H 2.52 0.01 -1.02 0.201
H 2.20 -0.17 1.56 0.281
H 1.96 1.59 1.63 0.248
H 0.46 2.00 -1.65 0.267
H 0.42 0.23 -1.91 0.279
```

Computed properties:
Highest occupied orbital energy (eV): -9.31
E_LUMO (eV): 0.23
Gap between HOMO and LUMO (eV): 9.54